Formula: C11H10BiBrF3O3S
Source: the OMol25 dataset
Level of theory: ωB97M-V with the def2-TZVPD basis set

Positions of all 30 atoms, in Å:
C -1.7979 -0.6475 -1.1895
C -1.7043 -1.2012 0.1315
C -1.8917 -0.1464 1.0594
H -1.5145 -2.2460 0.3745
C -2.0539 1.0718 0.3327
C -1.9793 0.7773 -1.0532
H -2.0478 1.4927 -1.8716
H -1.8003 -1.2183 -2.1174
H -1.9235 -0.2499 2.1380
H -2.2190 2.0520 0.7724
Bi 0.8840 -0.2840 -2.0812
Br 1.1075 -2.8953 -1.6692
C 2.5023 0.6347 -3.6761
C 1.4016 1.4182 -4.1779
C 0.4115 0.5368 -4.6981
H 1.3943 2.5038 -4.2622
C 0.8669 -0.8121 -4.5417
C 2.2041 -0.7676 -3.9604
H 2.9023 -1.5962 -3.8920
H 3.4632 1.0105 -3.3308
H -0.4840 0.8371 -5.2412
H 0.3853 -1.7083 -4.9269
F 2.0121 1.4570 3.8105
C 1.2749 1.1640 2.7138
F 0.1923 0.4469 3.1242
F 0.8237 2.3235 2.1721
S 2.3090 0.2163 1.4505
O 3.5846 0.8972 1.5010
O 2.2076 -1.1548 1.8939
O 1.5907 0.4807 0.1548

Properties
net charge: -1
HOMO level (spin up / spin down): -3.89 / -3.89 eV
relative energy (zero: lowest compared OMol25 entry of this formula, charge and spin): 0.000 eV

Calculated atomic charges, method natural (NBO), unit e: number 1, C, carries -0.450; number 2, C, carries -0.317; number 3, C, carries -0.298; number 4, H, carries 0.210; number 5, C, carries -0.318; number 6, C, carries -0.365; number 7, H, carries 0.193; number 8, H, carries 0.206; number 9, H, carries 0.203; number 10, H, carries 0.196; number 11, Bi, carries 1.666; number 12, Br, carries -0.553; number 13, C, carries -0.382; number 14, C, carries -0.312; number 15, C, carries -0.279; number 16, H, carries 0.239; number 17, C, carries -0.363; number 18, C, carries -0.419; number 19, H, carries 0.272; number 20, H, carries 0.258; number 21, H, carries 0.239; number 22, H, carries 0.256; number 23, F, carries -0.329; number 24, C, carries 0.710; number 25, F, carries -0.322; number 26, F, carries -0.327; number 27, S, carries 2.334; number 28, O, carries -0.962; number 29, O, carries -0.941; number 30, O, carries -1.047